This record from the Open Molecules 2025 dataset describes an isolated molecule of C2H6Cl2P2 in a non-equilibrium geometry. The level of theory is wB97M-V/def2-TZVPD.

ORCA input file:
```
! RIJCOSX wB97M-V def2-TZVPD def2/J DEFGRID3
* xyz 0 1
Cl 3.00275 -1.69419 -0.52139
Cl 3.16988 1.27975 0.17159
P -0.75002 -1.62563 0.49450
P 2.11136 -0.34948 0.69032
C -0.10676 1.24613 -0.16625
C 0.58179 -0.00434 -0.33996
H -0.25825 1.37663 0.88340
H 0.06435 -1.95976 1.58351
H 0.73436 1.80871 -0.50648
H -1.02279 1.45302 -0.67224
H 0.60298 -0.42403 -1.38122
H -0.08519 -2.72716 0.01669
*
```

## Properties
E_tot = -45793.197 eV
Energy above the lowest of the compared OMol25 structures with the same formula, charge and spin = 47.9 kJ/mol
E_HOMO = -9.25 eV
F_max = 6.3 eV/Å
SMILES string = C[C@H](P)P(Cl)Cl

Atomic partial charges in e from the Löwdin method, atoms 1 to 2: atom 1 (Cl): 0.1647, atom 2 (Cl): 0.1865